Entry 1:
Formula: C5H12N2O
Source: the Open Molecules 2025 dataset
Level of theory: ωB97M-V with the def2-TZVPD basis set

## Properties
Gap between HOMO and LUMO (spin up / spin down) in eV: 7.6 / 7.6
Total energy in eV: -10400.79104
Energy above the lowest of the compared OMol25 structures with the same formula, charge and spin in kJ/mol: 736.5
2S+1: 1
Maximum force in eV/Å: 5.38

```
20
Properties=species:S:1:pos:R:3:forces:R:3
H -1.977 -0.037 -0.033 -0.026 0.041 0.022
H -0.842 -1.768 1.751 0.072 0.021 0.013
H -0.480 2.194 -1.162 -0.053 0.084 0.016
C 1.241 -0.487 -1.688 -0.769 0.329 0.026
C -0.540 -0.739 1.946 0.150 0.250 -0.182
O 2.694 -0.328 0.817 -0.409 -0.469 -1.935
C 0.230 -0.162 0.781 -4.947 1.382 -1.611
H 1.697 0.489 -1.525 0.034 -0.007 0.220
H 2.030 -1.143 -2.055 -0.164 -0.075 -0.167
C -1.346 1.775 -0.645 0.140 0.195 0.179
H -1.431 -0.147 2.155 -0.079 0.065 -0.005
H 0.419 -0.343 -2.383 0.191 -0.202 -0.303
H 0.572 0.864 0.890 0.354 -0.470 -0.172
C 0.700 -1.060 -0.404 4.050 1.524 0.334
N -1.198 0.339 -0.570 0.651 -0.723 1.434
H 0.129 -1.980 -0.465 0.014 0.085 0.369
H -2.237 2.018 -1.241 0.111 -0.044 0.040
N 1.705 -1.056 0.667 0.666 -1.880 1.831
H -1.453 2.282 0.326 0.018 0.014 -0.069
H 0.086 -0.713 2.839 -0.003 -0.122 -0.041
```
Positions in Å, forces in eV/Å.

Atomic partial charges in e from the Löwdin method, atoms 1 to 2:
1. H 0.051
2. H 0.086



Entry 2:
Formula: CH3F2N4O
Source: the Open Molecules 2025 dataset
Level of theory: ωB97M-V with the def2-TZVPD basis set

## Properties
Gap between HOMO and LUMO in eV: 9.7
Total energy in eV: -14510.94317
Charge: +1
Energy above the lowest of the compared OMol25 structures with the same formula, charge and spin in kJ/mol: 277.7
2S+1: 1
Maximum force in eV/Å: 4.93

```
11
Properties=species:S:1:pos:R:3:forces:R:3
F 1.170 0.221 -2.473 -1.068 -0.229 2.723
N 0.298 0.656 1.072 0.759 0.886 -1.266
F -0.872 0.982 -1.765 0.118 -0.184 -0.592
N -0.088 -0.957 -0.742 0.265 -3.551 0.511
H -0.067 -1.641 -1.495 -0.555 -0.250 -0.067
C -0.081 -0.305 1.615 -1.153 -0.039 0.953
H -1.476 -1.186 2.779 2.452 0.821 -0.983
O -0.462 -0.984 2.569 -1.888 -1.656 0.858
N 0.252 0.103 -1.122 -0.234 3.816 -3.117
N 0.644 1.003 -0.160 1.744 3.714 1.558
H 0.681 2.108 -0.278 -0.442 -3.328 -0.578
```
Positions in Å, forces in eV/Å.

Atomic partial charges in e from the Löwdin method, atoms 1 to 2:
1. F -0.027
2. N 0.203



Entry 3:
Formula: C2H2N4O2
Source: the Open Molecules 2025 dataset
Level of theory: ωB97M-V with the def2-TZVPD basis set

## Properties
Gap between HOMO and LUMO in eV: 8.3
Total energy in eV: -12155.48834
Structure (SMILES): Nc1nonnc1=O
Energy above the lowest of the compared OMol25 structures with the same formula, charge and spin in kJ/mol: 700.4
2S+1: 1
Maximum force in eV/Å: 6.61

```
10
Properties=species:S:1:pos:R:3:forces:R:3
H 1.962 0.407 0.007 -1.568 1.556 1.585
N -1.974 -1.087 0.323 -3.302 -0.282 -0.350
O -2.172 0.302 -0.271 -0.797 -1.522 0.238
H 1.488 2.045 -0.216 -1.714 -3.135 2.680
N -0.941 -1.683 0.315 1.731 0.343 -0.347
C 0.280 -1.012 -0.059 0.612 -1.313 -0.404
N -1.162 1.133 -0.297 5.363 -3.037 2.384
O 1.314 -1.641 -0.401 -3.622 2.801 1.298
C -0.010 0.444 0.147 1.027 3.034 -2.657
N 1.216 1.093 0.453 2.271 1.555 -4.429
```
Positions in Å, forces in eV/Å.

Atomic partial charges in e from the Löwdin method, atoms 1 to 2:
1. H 0.111
2. N 0.095



Entry 4:
Formula: H12NaO6
Source: the Open Molecules 2025 dataset
Level of theory: ωB97M-V with the def2-TZVPD basis set

## Properties
Gap between HOMO and LUMO in eV: 12.0
Total energy in eV: -16892.93233
Charge: +1
Energy above the lowest of the compared OMol25 structures with the same formula, charge and spin in kJ/mol: 38.2
2S+1: 1
Maximum force in eV/Å: 0.59

```
19
Properties=species:S:1:pos:R:3:forces:R:3
H -1.592 0.948 -2.462 -0.109 -0.075 -0.231
H -1.191 -2.112 2.013 -0.206 0.006 0.271
H -0.959 2.250 -2.018 0.123 0.298 -0.078
H 2.628 -1.104 -1.886 0.160 0.127 -0.233
H 1.763 2.401 0.927 -0.027 0.226 0.257
O 1.923 -1.008 -1.246 -0.431 0.107 0.317
Na 0.171 0.049 0.077 -0.070 -0.015 -0.407
H 3.040 2.283 0.123 0.303 0.000 -0.108
H -2.187 -2.056 -0.110 -0.204 -0.067 0.115
H -0.084 -2.724 1.181 0.088 -0.342 -0.093
O -0.298 -1.953 1.707 0.364 0.398 0.031
H -2.070 -1.409 -1.473 -0.160 -0.031 -0.291
O 2.127 1.996 0.140 -0.500 -0.302 -0.036
H -1.015 2.188 1.711 -0.230 0.306 -0.095
H 2.003 -1.778 -0.684 0.184 -0.364 0.054
H -0.682 1.065 2.670 0.028 -0.168 0.345
O -1.554 -1.657 -0.706 0.320 0.213 -0.094
O -0.834 1.248 1.743 0.207 -0.056 -0.156
O -1.189 1.375 -1.706 0.162 -0.261 0.433
```
Positions in Å, forces in eV/Å.

Atomic partial charges in e from the Löwdin method, atoms 1 to 2:
1. H 0.053
2. H 0.057



Entry 5:
Formula: C20H23ClFN3O2
Source: the Open Molecules 2025 dataset
Level of theory: ωB97M-V with the def2-TZVPD basis set

## Properties
Gap between HOMO and LUMO in eV: 8.6
Total energy in eV: -44919.46878
Structure (SMILES): CCN(CC)CCNC(=O)c1ccc(NC(=O)c2c(F)cccc2Cl)cc1
Energy above the lowest of the compared OMol25 structures with the same formula, charge and spin in kJ/mol: 13.1
2S+1: 1
Maximum force in eV/Å: 0.63

```
50
Properties=species:S:1:pos:R:3:forces:R:3
C 2.676 -1.396 -0.737 0.096 -0.091 0.051
C 4.858 0.222 0.383 0.126 0.250 0.215
H 1.157 -0.878 -2.130 -0.028 0.033 -0.091
H 3.459 -0.962 -1.339 0.038 -0.025 -0.073
H 3.964 3.807 -0.769 -0.020 0.092 -0.031
O -1.851 -2.828 -0.558 -0.099 -0.192 0.189
C 3.873 0.966 1.023 0.144 0.112 -0.179
H 2.767 2.781 1.155 -0.082 0.038 0.073
C 5.201 2.100 -1.104 0.124 -0.126 -0.077
C -2.830 -0.626 -1.966 -0.210 0.112 -0.042
N -3.098 0.607 0.149 0.009 0.113 -0.172
C 2.984 -2.023 0.467 -0.425 0.059 -0.255
H -2.811 1.504 -1.680 -0.077 0.030 -0.016
C 0.672 -2.616 0.732 -0.091 0.024 -0.176
H -2.188 2.446 0.228 -0.001 -0.007 0.098
H -2.929 -0.507 -3.051 -0.103 -0.064 0.109
H 5.728 2.534 -1.939 0.060 0.021 -0.085
H -3.373 -1.383 0.645 -0.056 0.008 0.133
H -5.562 -0.837 -0.326 -0.095 -0.040 -0.108
C 0.348 -1.943 -0.443 0.217 -0.125 0.162
C 3.537 2.246 0.625 -0.030 -0.145 0.118
H -4.415 0.764 -1.534 0.080 0.051 -0.063
C -1.083 -1.935 -0.866 0.113 0.149 -0.191
O 6.375 -1.331 1.350 0.072 0.068 0.025
C 5.525 0.818 -0.686 -0.292 0.115 0.263
C -5.329 -0.508 0.684 0.299 0.097 0.049
H -3.612 -0.229 1.954 0.046 -0.055 -0.005
F 3.225 0.425 2.072 0.111 0.060 -0.128
C 1.973 -2.655 1.186 0.124 0.111 -0.083
C 4.211 2.808 -0.447 -0.016 -0.132 0.066
N -1.451 -0.878 -1.628 0.024 0.176 -0.274
C -2.967 1.902 0.776 -0.076 0.178 0.042
H -4.659 2.904 -0.148 -0.102 0.050 -0.092
H -3.951 3.770 1.218 -0.026 0.137 0.036
C 1.368 -1.349 -1.180 -0.166 -0.028 0.147
C 5.264 -1.123 0.919 -0.003 0.118 0.077
H -2.596 1.736 1.791 0.064 0.060 -0.042
H 2.214 -3.167 2.106 0.023 -0.022 0.128
H -5.823 0.443 0.862 -0.105 0.069 -0.006
H -5.735 -1.241 1.377 -0.098 -0.097 0.032
Cl 6.737 -0.075 -1.522 0.123 -0.028 -0.185
H -3.394 -1.506 -1.655 0.007 0.070 -0.100
H -4.964 2.359 1.507 -0.123 -0.002 0.047
H -0.825 -0.092 -1.697 0.040 -0.115 0.135
C -3.813 -0.413 0.896 -0.091 -0.180 -0.005
C -3.351 0.642 -1.274 0.130 -0.240 0.103
H -0.120 -3.103 1.279 -0.067 -0.054 0.040
C -4.220 2.786 0.840 0.262 -0.208 0.013
N 4.294 -2.074 0.955 0.060 -0.589 0.223
H 4.537 -2.892 1.502 0.089 0.165 -0.095
```
Positions in Å, forces in eV/Å.

Atomic partial charges in e from the Löwdin method, atoms 1 to 2:
1. C -0.005
2. C -0.126



Entry 6:
Formula: C35H33ClIrN2O3PSi
Source: the Open Molecules 2025 dataset
Level of theory: ωB97M-V with the def2-TZVPD basis set

## Properties
Gap between HOMO and LUMO in eV: 7.8
Total energy in eV: -78484.12258
Energy above the lowest of the compared OMol25 structures with the same formula, charge and spin in kJ/mol: 186.5
2S+1: 1
Maximum force in eV/Å: 2.07

```
77
Properties=species:S:1:pos:R:3:forces:R:3
C 3.734 0.769 4.498 -0.017 0.000 -0.010
H -2.055 3.766 1.667 0.011 0.020 0.007
C 1.572 -2.831 1.548 0.053 0.129 -0.031
H 3.371 -5.416 -2.597 -0.001 0.001 0.001
C -0.195 4.530 0.887 -0.020 -0.073 -0.032
Cl 2.286 1.031 6.764 -0.007 0.007 0.048
H -3.898 1.128 3.949 -0.012 0.012 -0.011
C 2.781 -3.553 3.938 0.016 -0.003 -0.008
H -3.756 -1.329 0.657 -0.010 -0.005 0.009
H -3.954 -5.030 -1.254 0.000 0.003 0.007
N 0.365 1.969 0.162 -0.127 0.073 -0.229
H -2.550 -1.563 1.924 -0.002 0.002 0.006
O -2.269 -0.465 -1.708 -0.167 0.331 0.037
H -0.280 -2.916 2.640 0.005 -0.008 -0.005
H -4.326 2.838 0.766 0.024 0.002 -0.007
H -2.206 -6.293 -0.062 0.002 -0.001 -0.013
C -3.024 1.480 3.396 0.015 -0.015 -0.084
C 0.796 -3.048 2.685 -0.026 0.002 0.018
H 0.363 0.537 4.739 0.001 0.008 -0.006
H 2.728 3.393 -1.619 0.017 -0.006 0.001
H 0.603 0.134 2.332 -0.023 -0.031 -0.002
P 0.747 -2.227 0.065 -0.893 -0.471 0.063
H -4.291 1.517 -0.409 -0.002 -0.012 0.003
C 3.555 -3.337 2.808 -0.001 0.012 0.025
H -0.100 -5.193 0.597 0.011 0.026 0.010
C 2.263 -3.995 -1.439 -0.018 -0.011 0.007
C -1.531 -1.056 -0.962 0.281 0.082 -0.426
H 4.842 0.540 2.676 -0.006 -0.004 -0.004
H 2.818 -1.560 -4.373 0.000 -0.002 0.001
H -3.639 -2.608 -1.733 -0.003 0.017 0.006
H 1.699 5.001 -0.047 -0.011 0.005 -0.005
H -0.398 5.557 1.165 0.001 -0.002 0.013
H 0.797 -3.566 4.762 0.003 -0.008 -0.005
H 3.253 -3.829 4.872 0.000 0.007 -0.001
C -2.874 -3.185 -1.230 0.139 0.081 -0.032
H 3.563 -2.765 0.740 -0.010 -0.023 0.002
H 1.567 -0.819 -2.384 0.009 0.002 0.007
Si -3.067 0.850 1.622 -0.069 0.022 0.075
C 3.177 -3.532 -3.610 0.001 0.000 0.005
C -3.040 -4.530 -0.959 -0.075 -0.088 -0.025
N -1.500 1.092 0.900 0.043 -0.049 -0.268
C 2.954 -2.971 1.612 0.014 0.039 -0.024
C 3.866 0.544 3.140 0.011 0.025 0.027
H -2.132 1.115 3.911 -0.008 -0.025 0.003
C 0.989 4.226 0.205 0.018 0.000 0.006
C -3.430 -0.981 1.638 0.052 0.049 -0.002
C -0.872 -4.626 0.090 0.065 -0.015 -0.070
C 1.248 2.923 -0.174 -0.024 0.123 -0.029
C -0.701 -3.276 -0.186 -0.264 0.107 -0.001
C 2.467 0.762 5.059 -0.001 -0.003 -0.038
C 2.470 2.566 -0.959 0.025 0.003 -0.022
H -4.227 -1.199 2.352 -0.007 0.016 0.003
H -5.387 1.446 0.978 -0.001 0.013 0.014
Ir -0.030 -0.079 -0.012 1.993 0.236 0.501
C 1.344 0.541 4.282 -0.009 -0.011 0.026
C -0.794 2.244 0.786 -0.931 -0.359 0.261
C -1.117 3.553 1.177 0.098 0.031 0.049
C 2.975 -4.409 -2.554 0.003 -0.004 -0.013
C 1.757 -2.699 -1.370 0.090 0.006 0.095
C -1.705 -2.552 -0.819 -0.073 -0.259 0.376
H 2.103 -4.688 -0.621 0.014 0.006 0.010
C 2.751 0.311 2.333 0.059 0.000 -0.037
O 4.195 0.100 0.485 0.017 -0.032 0.072
C 3.044 0.043 0.872 -0.086 -0.048 -0.214
C 2.664 -2.245 -3.550 -0.004 -0.009 -0.019
H 3.734 -3.853 -4.481 0.000 -0.003 0.001
C -2.052 -5.246 -0.289 -0.023 -0.052 0.011
H 3.323 2.382 -0.302 -0.023 -0.002 -0.006
C 1.401 -3.410 3.877 -0.011 0.002 0.018
O 2.091 -0.270 0.014 -0.124 0.200 -0.131
C 1.959 -1.826 -2.433 -0.036 0.007 -0.012
C 1.493 0.315 2.922 0.007 -0.012 -0.044
H 4.600 0.947 5.120 -0.001 -0.002 -0.001
H 4.632 -3.433 2.858 -0.001 -0.002 0.001
H -3.014 2.569 3.455 0.003 -0.001 0.003
H 2.319 1.662 -1.544 -0.023 0.007 0.005
C -4.390 1.754 0.652 0.048 -0.061 0.039
```
Positions in Å, forces in eV/Å.

Atomic partial charges in e from the Löwdin method, atoms 1 to 2:
1. C -0.093
2. H 0.095